120
Properties=species:S:1:pos:R:3 method="wB97M-V/def2-TZVPD" total_energy_ha=-3057.20985 lumo_ev=-0.997 de_lowest_kj_mol=1437.4
H 0.002 3.190 1.346
H 1.202 2.277 1.408
O 0.754 2.927 1.995
H -0.991 2.258 3.848
H 0.038 3.084 3.424
O -0.569 3.116 4.146
H 2.634 2.143 -5.092
H 2.247 2.283 -3.536
O 2.332 2.724 -4.408
H 5.567 2.695 -3.102
H 4.557 3.151 -4.210
O 4.946 2.402 -3.733
H -3.786 1.449 -3.376
H -3.150 1.878 -4.588
O -4.040 1.823 -4.251
H 2.785 -2.202 -1.873
O 3.318 -1.519 -1.469
H 4.293 -1.416 0.597
O 4.250 -0.823 1.386
H -2.197 0.694 1.370
H -1.944 1.002 2.995
O -2.527 1.077 2.192
H 0.061 -1.867 -3.189
H -0.775 -1.918 -4.573
O -0.522 -2.356 -3.776
H 5.878 1.043 0.603
H 5.067 1.963 1.370
O 5.649 2.001 0.576
H -1.815 1.609 5.829
H -1.723 0.317 6.616
O -2.011 0.650 5.830
H -0.757 -5.276 -2.717
O -0.543 -4.780 -1.899
H -0.840 -0.003 -2.545
H -0.937 1.386 -2.200
O -1.399 0.759 -2.698
H 3.658 2.536 4.171
H 3.564 4.218 3.796
O 3.625 3.405 4.298
H -5.562 -0.784 -1.517
H -6.253 -0.265 -0.220
O -6.293 -0.874 -1.005
H 1.520 0.682 -2.103
H 1.961 2.029 -1.325
O 1.458 1.295 -1.400
H 0.714 -0.065 -0.555
H 0.995 -1.511 -0.217
O 0.301 -0.978 -0.591
H -4.667 -3.942 0.659
H -3.608 -2.942 0.503
O -4.265 -3.363 -0.125
H 1.188 -1.354 5.571
O 0.261 -1.217 5.287
H -1.336 5.620 -0.322
H -0.891 6.047 -1.641
O -1.661 5.849 -1.174
H -3.848 -0.604 -1.949
O -3.760 -1.524 -1.617
H -2.214 -0.377 -4.546
H -1.079 0.721 -4.770
O -1.417 -0.207 -4.988
H -5.591 2.118 -2.090
H -4.846 0.901 -2.462
O -5.086 1.319 -1.694
H 0.535 1.917 5.877
H 1.019 3.285 5.763
O 0.652 2.706 6.411
H 3.985 4.064 -1.752
H 3.676 5.258 -0.886
O 3.146 4.587 -1.393
H 3.747 -2.713 -0.246
H 3.427 -3.103 1.320
O 4.047 -3.253 0.478
H 2.978 -0.867 -3.790
H 2.709 0.241 -4.847
O 2.386 -0.206 -4.117
H -1.588 3.956 -1.806
H -2.479 4.377 -2.838
O -1.799 3.727 -2.684
H 3.006 1.111 0.645
H 3.551 1.368 2.160
O 2.765 1.308 1.569
H -3.107 -1.086 1.292
H -2.313 -1.519 2.488
O -3.193 -1.590 2.084
H 1.598 -1.666 3.518
H 1.775 -1.141 1.991
O 2.190 -1.353 2.836
H 3.463 -3.106 -3.021
O 2.561 -3.375 -3.250
H 2.785 -0.985 4.237
H 3.624 -1.477 5.065
O 2.861 -0.884 5.306
H 0.008 -0.295 5.608
H 3.306 -0.953 -2.208
H -2.738 -1.522 -1.848
H 3.631 -1.232 1.983
H -1.334 -4.289 -1.704
H 2.208 -3.031 -4.123
O 1.585 -2.239 -5.583
H 1.083 -2.936 -5.980
H 1.161 -1.421 -5.310
O -1.439 -2.795 3.793
H -2.347 -2.995 3.801
H -1.197 -2.335 4.522
O 1.457 -3.030 0.095
H 1.744 -3.643 -0.594
H 0.736 -3.664 0.366
O -4.662 0.040 3.724
H -5.320 0.322 3.148
H -4.566 -0.967 3.355
O -5.216 3.474 1.283
H -4.562 2.804 1.552
H -5.039 4.055 1.995
O -2.265 -4.827 -4.449
H -1.304 -4.684 -4.508
H -2.576 -3.949 -4.621
O 1.213 -4.358 3.522
H 1.709 -3.931 2.862
H 0.566 -3.877 3.957

9
Properties=species:S:1:pos:R:3 method="wB97M-V/def2-TZVPD" total_energy_ha=-644.14406 lumo_ev="-0.969 / -0.979" de_lowest_kj_mol=375.1
C 2.778 -0.179 0.156
C 2.139 0.993 -0.036
C 0.044 0.036 -0.602
N 3.267 -1.257 0.241
O 2.284 2.167 -0.034
S -1.072 1.124 0.209
H 0.123 0.203 -1.608
H 0.259 -0.818 -0.052
H -0.685 0.844 1.568

111
Properties=species:S:1:pos:R:3 method="wB97M-V/def2-TZVPD" total_energy_ha=-1765.39313 lumo_ev="0.699 / 0.182" de_lowest_kj_mol=0.0 s2=3.762 spin_multiplicity=4
C -7.751 -7.475 4.681
C -7.785 -7.826 3.190
C -6.518 -7.334 2.461
C -5.580 -8.483 2.094
C -4.151 -8.075 1.759
C -4.004 -7.313 0.432
C -2.826 -6.327 0.377
C -3.100 -4.824 0.695
C -4.215 -4.701 1.721
C -3.434 -4.118 -0.631
C -3.272 -2.591 -0.661
C -3.325 -2.148 -2.127
C -4.439 -1.869 0.023
N -1.948 -2.186 -0.114
O -1.002 -2.188 -0.977
C -1.569 -2.748 1.213
C -2.284 -2.009 2.371
C -0.068 -2.492 1.418
C -1.766 -4.263 1.234
H -7.417 -6.450 4.817
H -8.738 -7.542 5.130
H -7.064 -8.129 5.212
H -7.891 -8.902 3.082
H -8.655 -7.328 2.771
H -5.985 -6.648 3.113
H -6.821 -6.814 1.556
H -6.013 -9.055 1.273
H -5.537 -9.155 2.954
H -3.582 -9.000 1.672
H -3.709 -7.528 2.591
H -3.790 -8.074 -0.316
H -4.948 -6.868 0.126
H -2.360 -6.378 -0.602
H -2.101 -6.664 1.119
H -5.179 -4.997 1.321
H -3.978 -5.335 2.572
H -4.329 -3.698 2.111
H -4.465 -4.330 -0.913
H -2.800 -4.524 -1.416
H -2.682 -2.749 -2.757
H -4.344 -2.280 -2.484
H -3.062 -1.100 -2.214
H -4.326 -0.798 -0.131
H -4.527 -2.074 1.078
H -5.353 -2.162 -0.483
H -2.961 -1.241 2.019
H -2.794 -2.697 3.035
H -1.545 -1.502 2.982
H 0.550 -3.125 0.795
H 0.145 -2.747 2.455
H 0.164 -1.440 1.291
H -1.619 -4.650 2.242
H -0.978 -4.709 0.627
C 1.586 2.650 -0.559
C 1.288 2.636 0.956
C 1.161 4.067 1.482
C 2.500 4.801 1.559
C 3.523 3.993 2.358
C 3.684 2.557 1.857
N 2.349 1.903 1.711
O 1.911 1.481 2.848
C 4.447 2.556 0.524
C 4.529 1.761 2.846
C -0.036 1.903 1.124
H 0.657 2.764 -1.117
H 2.233 3.467 -0.872
H 2.042 1.711 -0.876
H 0.713 4.043 2.481
H 0.467 4.615 0.841
H 2.882 5.014 0.556
H 2.352 5.771 2.039
H 4.497 4.488 2.323
H 3.218 3.976 3.410
H 4.445 1.563 0.072
H 5.487 2.840 0.688
H 4.053 3.264 -0.198
H 4.124 1.797 3.855
H 5.534 2.182 2.874
H 4.603 0.716 2.543
H 0.042 0.875 0.767
H -0.809 2.405 0.542
H -0.372 1.881 2.160
C 3.630 5.809 -5.465
C 3.388 5.850 -3.941
C 3.326 7.298 -3.453
C 4.686 7.993 -3.446
C 5.713 7.176 -2.663
C 5.813 5.720 -3.121
N 4.453 5.103 -3.202
O 4.043 4.746 -2.035
C 6.542 5.631 -4.474
C 6.661 4.931 -2.129
C 2.045 5.169 -3.702
H 2.686 5.939 -5.993
H 4.288 6.599 -5.821
H 4.045 4.849 -5.771
H 2.916 7.315 -2.438
H 2.624 7.850 -4.082
H 5.037 8.168 -4.467
H 4.586 8.979 -2.989
H 6.699 7.638 -2.744
H 5.443 7.198 -1.603
H 6.490 4.617 -4.873
H 7.594 5.881 -4.339
H 6.158 6.314 -5.226
H 6.287 5.018 -1.110
H 7.680 5.316 -2.144
H 6.690 3.873 -2.394
H 2.072 4.128 -4.027
H 1.275 5.686 -4.274
H 1.750 5.192 -2.654